Record 1
DFT (ωB97M-V/def2-TZVPD) results for a cluster of 4 separate species, C28H53N4O9 in total at a distorted geometry.

```
! RIJCOSX wB97M-V def2-TZVPD def2/J DEFGRID3
* xyz 1 1
C 3.30 -1.50 3.40
C 3.04 -0.01 4.02
O 3.86 0.39 5.04
O 1.98 0.94 3.65
C 1.53 0.76 2.25
C 0.11 -0.09 2.11
C -0.67 0.31 0.71
N -2.03 -0.41 0.83
C -1.90 -1.50 -0.25
N -2.19 -2.85 -0.19
N -1.29 -0.67 -1.39
C 0.00 -0.19 -0.70
C 0.93 0.86 -1.58
C 1.83 -0.05 -2.61
C 2.32 0.73 -3.97
O 1.46 1.04 -4.98
N 3.80 1.05 -4.09
C 4.11 2.46 -3.63
C 4.71 2.68 -2.08
C 5.11 4.22 -1.56
C 4.90 5.48 -2.61
C 4.28 5.28 -4.12
C 3.89 3.77 -4.62
H 2.27 -2.04 3.31
H 3.89 -1.45 2.36
H 4.00 -2.12 4.14
H 1.27 1.85 1.85
H 2.34 0.33 1.52
H -0.57 0.29 3.02
H 0.39 -1.22 2.18
H -0.98 1.42 0.52
H -2.84 0.19 0.49
H -1.36 -3.50 -0.06
H -3.13 -3.28 -0.34
H -1.16 -1.17 -2.30
H 0.56 -1.23 -0.57
H 0.17 1.56 -2.16
H 1.65 1.52 -0.89
H 1.20 -1.02 -2.89
H 2.80 -0.40 -2.00
H 4.12 0.90 -5.07
H 4.84 1.73 -1.40
H 5.55 4.37 -0.47
H 5.22 6.56 -2.23
H 4.15 6.21 -4.85
H 3.45 3.59 -5.69
C -3.35 -2.61 2.74
O -4.11 -3.81 2.68
C -3.77 -4.72 3.73
C -4.79 -4.65 4.87
O -4.76 -3.38 5.52
C -5.81 -2.52 5.08
H -3.85 -1.86 2.11
H -3.28 -2.21 3.75
H -2.35 -2.79 2.34
H -2.76 -4.53 4.10
H -3.79 -5.72 3.30
H -4.53 -5.40 5.63
H -5.81 -4.88 4.52
H -6.75 -2.81 5.56
H -5.93 -2.54 4.00
H -5.56 -1.49 5.38
C 7.60 11.24 -4.33
O 6.62 11.33 -5.37
C 6.37 10.06 -5.98
C 5.08 9.43 -5.43
O 5.22 9.09 -4.05
C 4.62 10.07 -3.19
H 7.54 12.15 -3.72
H 7.43 10.38 -3.68
H 8.60 11.18 -4.77
H 7.22 9.39 -5.86
H 6.23 10.25 -7.05
H 4.90 8.49 -5.97
H 4.22 10.08 -5.59
H 3.53 9.92 -3.18
H 4.85 11.09 -3.51
H 5.00 9.92 -2.18
C -6.99 -7.19 2.88
O -6.14 -8.18 3.45
C -6.80 -9.44 3.63
C -6.46 -10.42 2.50
O -6.97 -9.97 1.24
C -5.97 -9.34 0.45
H -6.37 -6.38 2.50
H -7.59 -7.59 2.05
H -7.66 -6.80 3.65
H -7.89 -9.30 3.71
H -6.44 -9.85 4.57
H -6.94 -11.38 2.71
H -5.38 -10.59 2.44
H -5.34 -10.10 -0.01
H -5.35 -8.65 1.03
H -6.47 -8.76 -0.34
*
```

Maximum force (Eh/bohr): 0.1792
Energy relative to the best compared isomer or geometry (same formula, charge and spin) (eV): 14.860
E (eV): -54256.29360
Kohn-Sham gap (eV): 4.412

***

Record 2
DFT (ωB97M-V/def2-TZVPD) results for a structure of composition C28H54AlClOPSi at a distorted geometry.

```
! RIJCOSX wB97M-V def2-TZVPD def2/J DEFGRID3
* xyz -1 1
Al 3.09 -0.07 2.90
Cl 4.08 -1.51 4.04
P -0.65 -0.05 -0.89
C -1.37 -0.63 0.71
H -0.62 -0.26 1.45
H -2.28 -0.03 0.88
C 1.16 0.12 -0.59
C -1.45 1.61 -1.03
C 2.00 0.52 -1.82
H 1.18 0.97 0.13
C 3.42 0.89 -1.38
H 2.04 -0.31 -2.53
H 1.55 1.37 -2.36
C 4.07 -0.20 -0.51
H 4.03 1.07 -2.28
H 3.40 1.84 -0.83
C 3.12 -0.64 0.63
H 4.32 -1.07 -1.13
H 5.01 0.18 -0.09
C 1.79 -1.11 0.06
H 3.60 -1.42 1.24
H 2.91 0.35 1.20
H 1.99 -1.86 -0.72
H 0.97 -1.78 0.88
C -1.00 -1.16 -2.31
C -2.95 1.47 -1.35
H -1.35 2.02 -0.01
C -3.66 2.83 -1.30
H -3.08 1.02 -2.35
H -3.44 0.79 -0.64
C -2.97 3.90 -2.16
H -4.69 2.70 -1.63
H -3.68 3.17 -0.26
C -1.45 3.97 -1.94
H -3.17 3.70 -3.22
H -3.41 4.87 -1.94
C -0.75 2.60 -1.97
H -1.00 4.62 -2.70
H -1.25 4.44 -0.96
H -0.75 2.21 -3.00
H 0.30 2.74 -1.68
C -0.05 -2.37 -2.34
H -2.03 -1.52 -2.10
C -0.48 -3.37 -3.42
H 0.97 -2.02 -2.57
H -0.02 -2.86 -1.36
C -0.59 -2.73 -4.80
H 0.24 -4.19 -3.43
H -1.45 -3.80 -3.13
C -1.42 -1.44 -4.80
H 0.42 -2.50 -5.17
H -1.03 -3.45 -5.50
C -1.02 -0.46 -3.69
H -1.35 -0.94 -5.77
H -2.48 -1.70 -4.65
H -0.02 -0.04 -3.91
H -1.72 0.39 -3.69
C 0.12 -2.75 1.16
C -1.58 -2.00 0.92
H 0.16 -3.47 0.33
C -2.44 -2.27 2.16
H -1.94 -2.58 0.06
C -1.70 -1.87 3.44
H -3.36 -1.68 2.09
H -2.74 -3.33 2.20
C -0.38 -2.62 3.67
H -1.48 -0.79 3.41
H -2.38 -2.01 4.30
C 0.13 -3.44 2.47
H 0.39 -1.90 3.98
H -0.52 -3.29 4.53
H 1.14 -3.82 2.70
H -0.53 -4.32 2.35
C 3.24 2.21 3.71
Si 1.37 1.84 3.57
C 0.54 1.87 5.23
C 0.53 2.93 2.30
O 1.38 0.27 3.00
H 3.40 2.51 4.75
H 3.44 3.08 3.07
H 4.06 1.46 3.49
H 0.59 2.87 5.68
H -0.52 1.60 5.14
H 1.01 1.16 5.94
H 0.92 2.77 1.29
H -0.55 2.74 2.29
H 0.68 3.98 2.56
*
```

Maximum force (Eh/bohr): 0.1260
Energy relative to the best compared isomer or geometry (same formula, charge and spin) (eV): 6.132
E (eV): -68243.98221
Kohn-Sham gap (spin up / spin down) (eV): 2.056 / 1.901